# 1
Below is a 2-piece molecular cluster, C2H8NOS overall, with properties calculated with ωB97M-V with the def2-TZVPD basis set.

XYZ file:
```
13
Properties=species:S:1:pos:R:3:forces:R:3:mulliken_charge:R:1
C -0.839 -2.450 -0.013 -2.5 1.6 -0.1 -0.8545
S -1.704 -0.679 0.145 0.7 -1.8 0.5 -0.6213
H 0.021 -2.370 -0.621 1.1 0.1 -0.5 0.2467
H -1.657 -2.853 -0.620 0.5 -0.7 0.2 0.2172
H -0.662 -3.044 0.885 -0.1 0.4 0.1 0.2329
N 1.399 1.160 0.751 -0.7 -0.8 0.2 -0.6866
C 0.822 1.603 -0.573 -2.6 -3.2 4.0 -0.3971
O -0.496 2.028 -0.366 -0.1 4.0 -0.5 -0.5408
H 1.208 1.930 1.476 0.0 -1.8 -1.5 0.2420
H 0.872 0.255 0.995 0.7 2.1 0.0 0.2815
H 0.577 0.784 -1.212 1.5 -1.3 -0.6 0.3578
H 1.536 2.256 -0.904 0.8 2.4 -1.5 0.3106
H -1.077 1.381 0.056 0.7 -1.1 -0.2 0.2117
```
Positions in Å, forces in eV/Å.

Output
* total charge: -1
* electronic energy: -16576.186 eV
* energy relative to the best compared isomer or geometry (same formula, charge and spin): 1.643 eV
* HOMO energy: -2.79 eV
* LUMO: 4.3 eV
* strongest force on any atom: 5.7 eV/Å



# 2
Below is a 11-piece molecular cluster, C7H28O10 overall, with properties calculated with ωB97M-V with the def2-TZVPD basis set.

XYZ file:
```
45
Properties=species:S:1:pos:R:3:forces:R:3:mulliken_charge:R:1
C -1.374 1.377 -3.510 -0.7 2.8 0.3 -1.7183
C -0.254 0.682 -2.869 1.2 -1.4 1.8 0.4435
C -0.489 -0.540 -2.164 1.2 2.5 -0.3 -0.4374
C 0.360 -0.794 -1.123 0.4 -0.3 1.3 0.3366
C 1.417 0.065 -0.703 -0.6 -1.2 0.0 -0.7076
C 1.845 1.073 -1.495 -1.5 -0.4 -1.6 -1.3044
C 0.979 1.292 -2.590 0.3 1.2 -1.1 -0.6472
H -2.106 0.833 -4.061 -0.3 -0.8 -0.4 0.4175
H -1.119 2.292 -4.063 0.6 -0.6 -0.6 0.3945
H -1.939 1.958 -2.724 0.2 -1.1 -0.1 0.2492
H -1.408 -1.042 -2.298 -0.6 -0.8 -0.3 0.5821
H 0.193 -1.677 -0.505 -0.3 0.5 0.0 1.1002
H 1.888 -0.080 0.249 0.2 -0.1 0.2 0.5000
H 2.649 1.755 -1.275 0.1 -0.3 -0.1 0.3982
H 1.307 2.086 -3.252 -0.4 0.4 -0.1 0.4277
O -1.714 -0.970 2.658 1.2 -0.2 -0.4 -0.5617
H -2.168 -1.169 3.479 0.2 -0.2 0.2 0.2740
H -0.761 -1.218 2.778 -1.4 0.3 0.2 0.3137
O 2.248 -2.408 -0.073 0.6 -1.1 0.1 -0.6282
H 3.151 -2.432 -0.407 0.0 0.0 0.0 0.3009
H 2.220 -1.635 0.492 0.1 -0.1 0.2 0.2443
O 0.320 -3.801 -1.982 1.0 1.2 1.2 -0.6429
H 0.647 -4.581 -1.521 -0.2 -0.4 -0.2 0.3168
H 0.861 -3.105 -1.496 -0.8 -0.9 -1.0 0.4286
O 0.552 0.604 4.028 -0.2 -0.2 0.0 -0.7590
H -0.200 1.073 4.414 0.2 0.0 0.1 0.3514
H 0.425 0.765 3.066 -0.4 0.2 0.8 0.4121
O 2.678 -0.237 2.731 -0.3 0.2 -1.1 -0.6210
H 2.117 0.046 3.470 0.4 -0.3 0.5 0.3958
H 3.408 -0.787 3.003 0.0 0.0 0.5 0.2515
O -2.348 0.200 -0.098 -0.4 -0.4 0.1 -0.6033
H -2.892 0.243 -0.891 0.0 0.4 -0.1 0.3129
H -2.412 -0.752 0.080 0.2 0.1 0.4 0.2683
O -2.544 -2.890 -1.014 0.1 0.3 0.1 -0.6236
H -1.669 -2.800 -1.414 0.1 -0.3 -0.1 0.3391
H -2.516 -3.770 -0.632 -0.1 -0.1 0.1 0.2925
O 1.464 3.389 -0.339 -1.0 0.4 0.5 -0.6718
H 0.914 3.484 -1.123 0.3 0.2 -0.3 0.3258
H 0.821 2.927 0.232 0.5 0.2 0.2 0.3871
O -1.988 2.527 3.153 0.2 0.0 0.0 -0.6514
H -2.288 1.614 3.056 0.1 0.1 -0.3 0.3088
H -1.288 2.639 2.486 -0.4 -0.2 0.4 0.3483
O 0.215 1.542 1.623 -0.2 0.3 -0.2 -0.8940
H 1.133 1.255 1.557 0.2 0.0 -0.5 0.3369
H -0.333 0.969 1.066 0.0 -0.1 -0.3 0.4134
```
Positions in Å, forces in eV/Å.

Output
* electronic energy: -28187.486 eV
* energy relative to the best compared isomer or geometry (same formula, charge and spin): 1.142 eV
* HOMO energy: -8.86 eV
* LUMO: 0.2 eV
* SMILES: Cc1ccccc1.O.O.O.O.O.O.O.O.O.O
* strongest force on any atom: 2.9 eV/Å



# 3
Below is one molecule with the formula C3H6ClF, with properties calculated with ωB97M-V with the def2-TZVPD basis set.

XYZ file:
```
11
Properties=species:S:1:pos:R:3:forces:R:3:mulliken_charge:R:1
C -0.673 0.748 0.903 0.4 -1.0 -1.5 -0.7427
C 0.598 0.066 0.368 -0.9 -1.8 -0.9 -0.5474
C 0.271 -0.735 -0.947 0.1 1.3 0.7 0.0204
F 1.036 -1.869 -1.094 -0.4 1.1 -0.3 -0.2448
Cl 0.223 0.333 -2.502 0.3 -1.2 1.6 -0.2018
H -0.792 0.446 1.948 -0.5 0.4 -0.4 0.2655
H -0.806 1.800 0.673 0.5 0.2 0.5 0.3038
H -1.338 0.264 0.172 -1.2 0.4 1.3 0.1780
H 1.402 0.678 0.164 2.0 1.3 0.1 0.4112
H 0.830 -0.770 1.039 0.5 0.4 0.0 0.2486
H -0.752 -0.961 -0.722 -0.6 -1.1 -1.1 0.3092
```
Positions in Å, forces in eV/Å.

Output
* electronic energy: -18447.381 eV
* energy relative to the best compared isomer or geometry (same formula, charge and spin): 0.774 eV
* HOMO energy: -10.96 eV
* LUMO: 1.0 eV
* SMILES: CC[C@H](F)Cl
* strongest force on any atom: 2.4 eV/Å



# 4
Below is one molecule with the formula C5H8ClN3O2, with properties calculated with ωB97M-V with the def2-TZVPD basis set.

XYZ file:
```
19
Properties=species:S:1:pos:R:3:forces:R:3:mulliken_charge:R:1
C 0.866 -0.701 0.277 0.1 1.4 -2.3 0.6413
C -0.620 -0.389 0.592 1.9 -4.1 1.3 -0.5824
C -0.794 1.016 0.679 0.1 2.0 -0.4 0.5236
C 2.614 -2.203 -0.268 -0.5 2.0 -0.5 -0.5609
C -2.274 2.525 -0.343 -2.8 2.9 0.2 -0.6865
N 1.515 0.210 -0.405 0.3 -4.2 1.7 -0.6140
N 1.287 2.291 -1.129 -2.0 -1.3 0.9 -0.7461
N 0.831 1.339 -0.596 -0.2 4.1 -0.3 0.6882
O 1.372 -1.915 0.482 -0.5 0.4 0.1 -0.3594
O -2.059 1.312 0.267 1.0 -0.6 1.4 -0.3024
Cl -0.297 1.798 2.258 -0.3 -0.4 -1.1 -0.2101
H -1.255 -0.805 -0.194 0.3 0.2 -0.2 0.2623
H -0.817 -1.046 1.465 -0.3 0.8 0.0 0.3019
H 2.998 -1.113 -0.411 0.5 -2.5 0.1 0.3434
H 2.292 -2.604 -1.260 0.4 0.3 0.8 0.2314
H 3.198 -2.951 0.300 -0.3 0.8 -0.2 0.2246
H -2.236 3.542 0.281 0.1 -2.5 -0.7 0.2327
H -3.334 2.416 -0.743 1.3 0.5 0.4 0.2226
H -1.619 2.613 -1.156 1.0 0.4 -1.2 0.3897
```
Positions in Å, forces in eV/Å.

Output
* electronic energy: -26396.908 eV
* energy relative to the best compared isomer or geometry (same formula, charge and spin): 2.449 eV
* HOMO energy (spin up / spin down): -7.71 / -7.73 eV
* LUMO (spin up / spin down): 0.3 / 0.3 eV
* strongest force on any atom: 4.7 eV/Å



# 5
Below is one molecule with the formula C4H9NO, with properties calculated with ωB97M-V with the def2-TZVPD basis set.

XYZ file:
```
15
Properties=species:S:1:pos:R:3:forces:R:3:mulliken_charge:R:1
C 0.532 0.554 1.634 -0.2 0.0 0.0 -1.1251
C 0.457 1.001 0.155 0.0 0.1 0.0 -0.3617
C -0.710 0.522 -0.777 0.1 0.2 0.1 -0.6503
N -0.975 -0.905 -0.720 0.3 -0.1 0.2 -0.1679
C 0.022 -1.725 -1.128 0.2 -0.1 -0.1 -0.0154
O 0.977 -1.338 -1.776 -0.2 -0.4 0.2 -0.5502
H 1.260 1.173 2.182 -0.2 -0.1 -0.3 0.3443
H -0.422 0.667 2.156 0.0 0.0 -0.1 0.3017
H 0.881 -0.478 1.777 -0.2 0.1 -0.3 0.2765
H 1.413 0.716 -0.303 -0.4 0.0 -0.1 0.3078
H 0.441 2.096 0.134 -0.1 -0.1 0.0 0.3593
H -0.422 0.740 -1.813 0.1 0.0 0.3 0.2588
H -1.686 1.010 -0.651 0.4 0.2 0.5 0.4016
H -1.659 -1.264 -0.070 0.2 0.1 -0.1 0.2643
H -0.109 -2.770 -0.800 0.0 0.0 -0.2 0.3565
```
Positions in Å, forces in eV/Å.

Output
* electronic energy: -7831.638 eV
* energy relative to the best compared isomer or geometry (same formula, charge and spin): 0.682 eV
* HOMO energy: -9.72 eV
* LUMO: 0.9 eV
* SMILES: CCCNC=O
* strongest force on any atom: 0.7 eV/Å



# 6
Below is C49H78AsBrCl4CsN10O4SSi as an isolated structure, with properties calculated with ωB97M-V with the def2-TZVPD basis set.

XYZ file:
```
150
Properties=species:S:1:pos:R:3:forces:R:3:mulliken_charge:R:1
Cs -1.105 0.646 -0.965 1.4 -0.9 -0.5 0.8962
C 1.797 -3.685 -4.170 0.1 -0.1 0.1 -1.8330
C 1.332 -2.625 -3.207 0.1 -0.1 0.3 0.5753
N 0.375 -1.805 -3.457 0.0 0.3 0.0 0.9562
N -0.256 -2.006 -4.635 -0.3 0.0 0.0 -1.2470
C -1.061 -1.041 -5.052 0.2 -0.1 0.0 0.3450
N -1.786 -1.427 -6.162 0.0 0.1 0.0 -0.5000
S -1.258 0.580 -4.527 -0.1 -0.1 0.1 -0.2999
C 1.992 -2.536 -1.878 0.0 0.1 0.0 0.2751
C 2.768 -3.598 -1.400 0.1 -0.1 0.1 -0.6704
C 3.379 -3.503 -0.160 0.0 -0.1 -0.1 -0.7691
C 3.224 -2.345 0.586 0.0 0.0 0.0 -0.4619
C 2.439 -1.340 0.040 -0.1 0.1 -0.2 -0.6676
N 1.837 -1.425 -1.144 0.0 0.1 0.2 0.7595
H 1.377 -3.479 -5.149 0.0 0.0 0.0 0.4417
H 1.462 -4.683 -3.862 0.0 0.1 0.0 0.3504
H 2.889 -3.702 -4.232 0.0 0.0 0.0 0.3809
H -1.912 -2.421 -6.272 0.0 0.0 0.0 0.2439
H -2.569 -0.838 -6.375 -0.1 0.1 0.0 0.2346
H 2.879 -4.498 -1.991 0.0 0.0 0.0 0.4325
H 3.972 -4.327 0.220 0.0 0.0 0.0 0.4119
H 3.698 -2.221 1.554 0.0 0.0 -0.1 0.5008
H 2.285 -0.407 0.583 0.0 -0.1 -0.1 0.3103
Cl 1.044 5.018 3.363 0.0 0.0 0.1 -0.0977
C 1.742 4.214 1.946 0.0 -0.2 0.2 0.7748
Cl 0.732 4.482 0.540 0.0 0.1 -0.2 0.0369
Cl 3.388 4.812 1.688 0.1 0.0 -0.1 -0.1101
C 1.804 2.766 2.218 0.0 0.2 -0.1 -0.3506
N 1.851 1.639 2.428 0.0 0.0 0.0 -0.3075
C -1.577 0.879 4.330 0.1 0.0 0.1 -1.1557
As -2.296 1.043 2.486 -0.1 0.2 0.5 0.4093
C -4.143 1.383 3.074 -0.1 -0.1 -0.1 -1.1110
C -1.812 2.941 2.351 -0.2 0.1 -0.1 -0.1082
H -1.806 1.771 4.920 0.0 0.0 0.0 0.6044
H -0.489 0.757 4.290 -0.1 0.0 0.0 0.1800
H -2.007 0.010 4.830 0.0 0.0 0.0 0.2010
H -4.152 1.904 4.032 0.0 0.0 0.0 0.4693
H -4.687 0.442 3.165 0.0 0.0 0.0 0.2726
H -4.651 2.002 2.332 0.0 0.0 0.0 0.1398
H -2.294 3.523 3.142 0.0 0.0 0.0 0.4112
H -2.100 3.337 1.374 0.0 0.0 0.1 0.1338
H -0.736 3.029 2.467 0.0 0.0 0.0 -0.4770
C 4.321 1.750 -6.112 0.0 0.0 0.0 -1.8516
C 3.601 1.269 -4.839 0.0 -0.1 0.0 3.0210
C 4.509 0.263 -4.109 0.0 0.0 0.0 -2.2207
C 2.333 0.494 -5.231 0.0 -0.1 -0.1 -1.7246
Si 3.186 2.746 -3.708 -0.1 0.0 0.2 -1.6132
Br 1.703 2.003 -2.159 0.5 0.1 -0.2 0.0376
C 4.691 3.339 -2.665 0.0 0.0 0.0 2.7542
C 4.321 4.633 -1.930 0.1 0.1 0.0 -1.8004
C 5.919 3.610 -3.553 0.0 0.0 0.0 -1.7806
C 5.094 2.322 -1.579 0.0 0.1 0.0 -1.8865
C 2.273 4.176 -4.592 -0.1 0.1 0.0 2.6044
C 1.452 5.036 -3.613 0.0 0.0 0.0 -1.7551
C 3.270 5.086 -5.332 0.0 0.0 0.0 -1.7927
C 1.270 3.609 -5.614 0.0 0.0 0.0 -2.0012
H 4.613 0.873 -6.704 0.0 0.1 0.0 0.5359
H 5.230 2.322 -5.896 -0.1 -0.1 0.0 0.3170
H 3.675 2.368 -6.741 0.1 -0.1 0.1 0.2825
H 4.623 -0.624 -4.745 0.0 0.1 0.0 0.6215
H 4.068 -0.067 -3.162 0.0 0.0 -0.1 0.3117
H 5.509 0.661 -3.918 -0.1 0.0 0.0 0.3507
H 2.622 -0.361 -5.859 0.0 0.1 0.1 0.5897
H 1.613 1.085 -5.793 0.0 -0.1 0.0 0.3096
H 1.810 0.098 -4.358 0.0 0.0 -0.1 -0.2404
H 4.177 5.476 -2.612 0.0 -0.1 0.1 0.1909
H 5.133 4.901 -1.238 -0.1 0.0 -0.1 0.6252
H 3.409 4.505 -1.340 0.1 0.0 0.0 0.1100
H 5.707 4.327 -4.353 0.0 -0.1 0.1 0.2843
H 6.300 2.694 -4.013 0.0 0.1 0.1 0.2908
H 6.727 4.030 -2.937 -0.1 0.0 0.0 0.5157
H 4.264 2.101 -0.903 0.0 0.0 0.0 0.2793
H 5.909 2.755 -0.982 -0.1 0.0 -0.1 0.5270
H 5.450 1.378 -1.986 0.0 0.1 0.0 0.3105
H 2.043 5.445 -2.791 -0.1 0.0 -0.1 0.2594
H 0.627 4.464 -3.184 0.0 0.0 0.0 0.3071
H 1.021 5.880 -4.168 0.0 -0.1 0.0 0.5185
H 3.902 5.652 -4.642 -0.1 0.0 -0.1 0.3211
H 2.712 5.812 -5.938 0.0 0.0 0.0 0.5255
H 3.925 4.527 -6.009 -0.1 0.1 0.1 0.2756
H 0.574 2.896 -5.157 0.1 0.1 -0.1 0.1447
H 1.763 3.114 -6.454 -0.1 0.1 0.1 0.2825
H 0.677 4.439 -6.022 0.1 -0.1 0.0 0.6313
C 1.145 -6.462 3.675 0.0 0.0 0.0 -1.9680
C 0.412 -5.746 4.820 0.1 0.0 -0.1 2.5932
C 0.495 -6.654 6.059 0.0 0.0 0.0 -2.1150
C -1.072 -5.615 4.471 -0.1 0.0 0.0 -1.6572
C 1.111 -4.377 5.129 -0.1 0.1 0.0 2.2200
O 2.397 -4.663 5.731 -0.1 0.1 0.0 -0.7451
C 0.349 -3.468 6.130 -0.1 -0.1 -0.1 -2.2213
C -0.721 -2.462 5.649 -0.1 -0.2 0.1 0.5392
C -2.154 -2.927 5.555 0.0 0.1 0.0 -0.4044
C -2.824 -3.430 6.666 -0.1 0.0 0.1 0.1231
C -4.148 -3.838 6.584 0.0 0.0 0.0 -0.8610
C -4.814 -3.732 5.372 0.1 0.0 0.0 0.2679
Cl -6.476 -4.246 5.262 0.0 0.0 0.0 -0.2500
C -4.180 -3.216 4.256 0.0 0.0 -0.1 -1.5660
C -2.853 -2.815 4.358 -0.1 0.1 0.0 0.8670
C 1.636 -3.571 3.917 -0.1 -0.1 -0.1 -2.6488
N 0.710 -3.023 2.944 0.3 -0.1 0.1 1.9131
C 0.572 -1.726 2.611 0.0 0.0 0.1 -0.2090
N -0.312 -1.593 1.653 0.0 -0.2 -0.2 0.3706
C -0.681 -2.879 1.406 0.0 0.1 -0.2 -1.2594
N -0.078 -3.783 2.152 0.1 0.4 -0.1 -0.6831
H 0.770 -7.487 3.594 0.0 0.1 0.0 0.5082
H 2.220 -6.510 3.872 -0.1 0.0 0.0 0.3539
H 0.971 -5.965 2.719 0.0 0.0 0.1 0.2206
H -0.101 -7.550 5.872 0.0 0.0 0.0 0.4691
H 0.086 -6.179 6.958 0.0 -0.1 -0.1 0.2958
H 1.517 -6.985 6.261 0.0 0.0 0.0 0.5700
H -1.438 -6.592 4.135 0.0 0.1 0.0 0.6439
H -1.251 -4.905 3.666 0.0 -0.1 0.1 0.1835
H -1.663 -5.323 5.342 0.1 -0.1 -0.1 0.3014
H 2.239 -5.068 6.588 0.0 0.0 0.1 0.5570
H 1.139 -2.876 6.593 0.1 0.0 0.1 0.5032
H -0.068 -4.100 6.922 0.0 0.1 0.0 0.1859
H -0.443 -2.045 4.690 0.0 0.1 0.1 -0.8968
H -0.697 -1.627 6.354 0.0 0.0 0.0 0.7031
H -2.307 -3.508 7.618 0.0 0.0 0.0 0.3694
H -4.664 -4.231 7.451 0.0 0.0 0.0 0.4185
H -4.710 -3.129 3.314 0.0 0.0 0.1 0.5943
H -2.358 -2.412 3.477 -0.1 0.0 0.1 0.5154
H 2.372 -4.187 3.406 0.0 0.0 -0.1 0.6579
H 2.167 -2.719 4.339 0.0 0.0 0.0 0.1270
H 1.131 -0.922 3.081 -0.1 -0.2 -0.1 0.0287
H -1.413 -3.152 0.655 0.1 0.0 0.1 0.3571
C -5.035 1.382 -3.353 0.0 0.1 0.2 -0.9670
C -5.169 2.811 -2.827 0.0 -0.1 0.0 -1.3969
C -5.139 2.985 -1.281 0.1 0.0 -0.2 2.5365
C -5.410 4.453 -0.945 0.0 0.0 0.2 -1.5624
C -5.372 4.745 0.555 0.0 -0.1 -0.1 -1.0359
C -6.241 2.116 -0.697 0.0 0.0 0.0 -0.2202
O -7.416 2.434 -0.735 0.1 -0.1 0.0 -0.7083
N -5.839 0.919 -0.173 0.2 0.2 0.0 0.2072
C -4.499 0.517 0.040 -0.1 0.0 -0.1 -0.4020
O -4.315 -0.610 0.493 -0.1 0.3 -0.2 -0.7611
N -3.508 1.395 -0.232 -1.4 0.2 0.5 0.1731
C -3.734 2.593 -0.804 -0.1 -0.1 0.1 -0.0143
O -2.799 3.381 -0.999 -0.2 -0.1 0.0 -0.6748
H -5.053 1.388 -4.442 0.0 0.0 0.0 0.4701
H -5.852 0.745 -3.004 0.0 0.0 0.0 0.2839
H -4.088 0.926 -3.057 0.0 0.0 0.0 0.0815
H -6.110 3.244 -3.176 0.0 0.0 0.0 0.4073
H -4.350 3.417 -3.218 0.0 0.0 0.0 0.4294
H -6.390 4.708 -1.348 0.0 0.0 0.0 0.4869
H -4.656 5.048 -1.460 0.0 0.0 0.0 0.5128
H -6.147 4.180 1.080 0.0 0.0 0.0 0.2725
H -5.541 5.805 0.754 0.0 0.0 0.0 0.4842
H -4.399 4.476 0.979 -0.1 0.0 0.0 0.0919
H -6.548 0.286 0.163 -0.1 0.0 0.0 0.2840
```
Positions in Å, forces in eV/Å.

Output
* total charge: -1
* electronic energy: -275408.195 eV
* HOMO energy: -4.43 eV
* LUMO: 1.7 eV
* strongest force on any atom: 1.7 eV/Å